[1]
The following is a DFT calculation (ωB97M-V/def2-TZVPD) of 8 unconnected molecules or ions with the total composition C12H32F14N6O11P2S2.

calculated total energy = -122725.6386 eV

The geometry in ORCA input format:
```
! wB97M-V def2-TZVPD RIJCOSX def2/J DEFGRID3
* xyz 0 1
C 1.35 -2.46 1.49
C 2.51 -1.82 2.18
O 3.09 -2.30 3.06
N 2.84 -0.39 1.82
H 2.83 -0.45 0.78
H 2.03 0.21 2.09
C 4.13 0.13 2.29
H 1.70 -2.81 0.52
H 0.50 -1.79 1.43
H 1.07 -3.27 2.16
H 4.92 -0.57 2.08
H 4.16 0.37 3.35
H 4.35 1.07 1.80
C -1.72 -5.83 -2.44
C -2.33 -4.95 -1.41
O -2.94 -5.31 -0.47
N -2.06 -3.48 -1.50
H -2.53 -3.01 -0.71
H -1.05 -3.34 -1.34
C -2.52 -2.90 -2.79
H -2.51 -6.07 -3.15
H -1.41 -6.77 -1.97
H -0.81 -5.41 -2.86
H -2.13 -1.89 -2.85
H -3.61 -2.91 -2.74
H -2.16 -3.52 -3.60
C 3.58 1.98 -1.33
C 2.26 1.79 -1.96
O 2.01 1.13 -2.89
N 1.17 2.72 -1.48
H 0.36 2.08 -1.59
H 1.26 2.84 -0.47
C 1.05 3.90 -2.38
H 3.41 1.99 -0.25
H 3.92 2.99 -1.56
H 4.34 1.24 -1.53
H 0.31 4.63 -2.16
H 0.72 3.40 -3.30
H 2.04 4.24 -2.69
C -3.83 -0.57 2.34
C -3.56 -0.68 0.87
O -3.53 -1.67 0.23
N -3.63 0.66 0.14
H -4.13 1.25 0.84
H -2.67 1.04 0.00
C -4.37 0.61 -1.13
H -4.93 -0.53 2.35
H -3.22 0.14 2.86
H -3.60 -1.49 2.88
H -5.32 0.11 -0.97
H -3.76 0.09 -1.86
H -4.52 1.63 -1.46
P -3.10 4.29 0.45
F -2.11 4.54 1.68
F -4.03 3.32 1.41
F -3.95 5.56 0.87
F -4.07 4.01 -0.79
F -2.17 5.25 -0.45
F -2.20 2.95 0.13
P 5.08 -1.75 -1.16
F 4.53 -2.27 0.29
F 4.58 -3.08 -1.92
F 3.57 -1.10 -1.41
F 5.55 -1.14 -2.55
F 5.41 -0.35 -0.38
F 6.48 -2.44 -0.86
N 1.01 1.22 3.44
S 1.22 2.70 2.89
O 0.42 3.75 3.39
O 1.69 2.67 1.54
F 2.59 2.97 3.70
S -0.60 1.11 3.12
O -1.07 1.39 1.81
O -1.41 1.37 4.26
F -0.66 -0.51 3.21
N 0.06 -0.13 -0.85
O -0.88 0.71 -0.94
O 1.19 0.26 -0.46
O -0.15 -1.33 -1.14
*
```

***

[2]
The following is a DFT calculation (ωB97M-V/def2-TZVPD) of a molecular structure, C24H27F6MoNO2P2.

⟨S²⟩ = 2.06
calculated total energy = -67631.6054 eV

The geometry in ORCA input format:
```
! wB97M-V def2-TZVPD RIJCOSX def2/J DEFGRID3
* xyz 2 3
C 2.14 3.95 -1.28
C 1.26 3.30 -0.42
C 0.30 2.42 -1.02
C 0.61 1.80 -2.26
C 1.58 2.41 -3.09
C 2.28 3.51 -2.62
C -0.02 0.54 -2.52
C -1.40 0.51 -2.11
C -1.73 1.18 -0.89
C -2.91 0.78 -0.18
C -3.93 0.18 -0.91
C -3.69 -0.29 -2.21
C -2.43 -0.19 -2.79
H 2.75 4.79 -0.93
H 1.74 1.98 -4.07
H 2.94 4.04 -3.30
H 0.31 -0.10 -3.33
H -4.91 0.04 -0.47
H -4.49 -0.73 -2.79
H -2.18 -0.62 -3.78
N -0.76 1.96 -0.24
Mo 0.33 0.11 0.59
C 1.37 3.37 1.07
H 0.45 3.71 1.56
H 2.22 3.99 1.40
C -2.95 0.93 1.30
H -2.78 1.96 1.65
H -3.87 0.52 1.74
P 1.67 1.63 1.66
P -1.51 -0.08 2.00
C -2.15 -1.76 2.00
H -1.42 -2.42 2.51
H -3.12 -1.80 2.53
H -2.26 -2.14 0.98
C -1.45 0.43 3.72
H -2.39 0.16 4.23
H -0.61 -0.08 4.21
H -1.29 1.51 3.80
C 3.37 1.26 1.11
H 4.03 2.09 1.36
H 3.71 0.34 1.61
H 3.38 1.09 0.03
C 1.82 1.79 3.46
H 2.07 0.81 3.89
H 2.63 2.52 3.68
H 0.87 2.15 3.89
C 1.22 -1.30 1.75
O 1.65 -1.92 2.65
H 0.65 -0.24 -0.90
C -0.16 -3.32 -2.58
C 0.26 -3.16 -1.13
O -0.40 -2.24 -0.47
C -0.12 -4.51 -0.33
F 0.48 -5.63 -0.81
F 0.14 -4.43 1.00
F -1.47 -4.68 -0.45
C 1.86 -3.06 -1.15
F 2.43 -3.09 0.08
F 2.43 -4.08 -1.88
F 2.25 -1.90 -1.76
H -1.25 -3.34 -2.63
H 0.26 -4.23 -3.00
H 0.18 -2.44 -3.15
*
```

***

[3]
The following is a DFT calculation (ωB97M-V/def2-TZVPD) of a single C6H11N3 molecule.

SMILES = C1=N\N2C[C@@H]2CNCC/1
relative energy (zero: lowest compared OMol25 entry of this formula, charge and spin) = 76.3 kcal per mole

The geometry in ORCA input format:
```
! wB97M-V def2-TZVPD RIJCOSX def2/J DEFGRID3
* xyz 0 1
C -1.88 -0.21 -0.32
C -1.29 1.05 0.41
C -0.13 1.86 -0.13
C 2.51 -0.27 -0.06
C 1.10 -0.53 0.46
C 0.10 -1.67 0.17
H -2.66 -0.69 0.32
H -2.46 0.21 -1.15
H -2.10 1.81 0.45
H -1.04 0.79 1.45
H -0.35 2.94 -0.21
H 2.99 -1.06 -0.60
H 3.15 0.41 0.54
H 0.83 0.02 1.37
H -0.33 -2.03 1.14
H 0.56 -2.52 -0.35
H -0.45 -0.83 -1.56
N 1.09 1.64 -0.51
N 1.33 0.28 -0.66
N -0.96 -1.20 -0.75
*
```

***

Number 1: F_max 4.8 eV/Å. Number 2: F_max 5.7 eV/Å. Number 3: F_max 2.1 eV/Å.